ORCA calculation (ωB97M-V/def2-TZVPD) on one molecule with the formula C5H3N3 at a distorted geometry.

DFT total energy (eV): -9702.05174
Relative energy (zero: lowest compared OMol25 entry of this formula, charge and spin) (kJ/mol): 74.1
Total charge: 0
HOMO level (hartree): -0.3966
Kohn-Sham gap (Eh): 0.33466
SMILES string: [H]/N=C1/C=CC(C#N)=N1

Element x y z (Å)
H1 1.80 1.10 2.14
N1 1.81 0.15 1.73
C1 0.95 0.08 0.82
C2 0.71 -1.17 0.02
C3 -0.31 -0.91 -0.80
C4 -0.73 0.47 -0.47
C5 -1.88 1.16 -1.05
N2 -2.84 1.70 -1.42
N3 -0.02 1.02 0.44
H2 1.30 -2.06 0.14
H3 -0.77 -1.55 -1.55

---

ORCA calculation (ωB97M-V/def2-TZVPD) on C20H18F2O2 as an isolated structure at a distorted geometry.

DFT total energy (eV): -30559.69398
Relative energy (zero: lowest compared OMol25 entry of this formula, charge and spin) (kJ/mol): 0.0
Total charge: 0
HOMO level (hartree): -0.3108
Kohn-Sham gap (Eh): 0.27940

Element x y z (Å)
C1 0.28 -3.70 2.05
C2 -0.78 -2.88 1.32
C3 -0.61 -1.38 1.43
C4 -1.88 -0.62 1.68
C5 -1.81 0.44 2.74
O1 -2.93 -0.78 1.05
O2 -1.68 -3.46 0.67
H1 0.75 -3.13 2.86
H2 -0.29 -4.56 2.41
H3 1.07 -4.07 1.37
H4 0.29 -1.04 1.99
H5 -0.96 0.31 3.40
H6 -1.80 1.45 2.32
H7 -2.76 0.31 3.26
F1 1.47 5.60 -1.54
C6 0.27 4.94 -1.37
C7 -0.90 5.71 -1.35
C8 -2.10 5.04 -1.12
C9 -2.14 3.67 -0.91
C10 -0.95 2.88 -0.86
C11 -1.05 1.45 -0.69
C12 0.01 0.57 -0.55
C13 -0.09 -0.83 -0.33
C14 1.05 -1.69 -0.76
C15 2.36 -1.26 -0.46
C16 3.43 -2.11 -0.73
F2 4.69 -1.78 -0.29
C17 3.30 -3.34 -1.38
C18 1.98 -3.71 -1.78
C19 0.88 -2.89 -1.47
C20 0.27 3.56 -1.13
H8 -0.85 6.79 -1.39
H9 -3.03 5.64 -1.05
H10 -3.12 3.18 -0.79
H11 -2.04 1.05 -0.62
H12 1.02 0.99 -0.58
H13 -1.10 -1.26 -0.39
H14 2.55 -0.37 0.13
H15 4.16 -3.95 -1.65
H16 1.88 -4.60 -2.39
H17 -0.09 -3.22 -1.83
H18 1.21 3.01 -1.28

---

ORCA calculation (ωB97M-V/def2-TZVPD) on C8H22F2Li3N2O2 as an isolated structure at a distorted geometry.

DFT total energy (eV): -21776.55794
Total charge: +1
HOMO level (hartree): -0.4477
Kohn-Sham gap (Eh): 0.28369

Element x y z (Å)
Li1 1.99 1.99 2.34
Li2 3.41 -0.10 1.14
Li3 2.33 2.13 -0.53
F1 1.66 0.83 0.78
F2 3.75 1.16 2.55
C1 1.64 -2.28 -2.68
C2 1.19 -0.93 -3.21
C3 0.23 -1.01 -4.40
O1 0.77 -1.73 -5.46
C4 0.18 -3.02 -5.64
N1 0.56 -0.09 -2.14
H1 0.80 -2.86 -2.31
H2 2.47 -2.16 -1.98
H3 2.11 -2.84 -3.50
H4 2.05 -0.33 -3.52
H5 0.05 0.04 -4.68
H6 -0.75 -1.36 -4.07
H7 -0.86 -2.89 -5.95
H8 0.22 -3.66 -4.75
H9 0.71 -3.47 -6.47
H10 0.97 -0.44 -1.27
H11 -0.43 -0.31 -2.01
C5 -0.71 3.42 2.64
C6 -0.79 2.21 3.57
C7 -2.03 1.38 3.36
O2 -1.95 0.29 4.26
C8 -2.95 -0.67 4.08
N2 0.44 1.37 3.42
H12 -0.60 3.15 1.58
H13 -0.01 4.18 2.96
H14 -1.70 3.90 2.67
H15 -0.72 2.57 4.60
H16 -2.15 1.04 2.32
H17 -2.93 1.95 3.63
H18 -3.92 -0.31 4.42
H19 -2.69 -1.56 4.65
H20 -3.02 -1.00 3.03
H21 0.39 0.84 2.54
H22 0.29 0.58 4.05

---

ORCA calculation (ωB97M-V/def2-TZVPD) on C17H28Br8O5S as an isolated structure at a distorted geometry.

DFT total energy (eV): -599491.74203
Total charge: 0
HOMO level (hartree): -0.3640
Kohn-Sham gap (Eh): 0.28904

Element x y z (Å)
Br1 0.78 2.27 2.63
C1 2.16 1.06 1.95
C2 1.51 -0.28 1.61
Br2 3.19 -1.16 1.05
H1 3.02 0.98 2.61
H2 2.53 1.57 1.06
H3 0.84 -0.51 0.79
H4 1.12 -0.79 2.49
Br3 6.68 0.89 -0.28
C3 5.26 0.46 -1.54
C4 5.66 -0.69 -2.43
Br4 5.10 -0.08 -4.25
H5 4.97 1.38 -2.05
H6 4.40 0.12 -0.96
H7 5.27 -1.69 -2.23
H8 6.75 -0.67 -2.46
Br5 -2.27 5.59 5.16
C5 -0.76 5.12 4.01
C6 -1.12 5.31 2.61
Br6 0.48 5.88 1.62
H9 -0.60 4.05 4.13
H10 0.08 5.78 4.23
H11 -1.80 6.16 2.55
H12 -1.64 4.42 2.24
Br7 -2.89 -5.39 -1.75
C7 -2.24 -4.15 -3.12
C8 -2.09 -4.99 -4.32
Br8 -4.06 -5.16 -5.03
H13 -1.23 -3.93 -2.78
H14 -2.81 -3.23 -3.26
H15 -1.55 -5.93 -4.22
H16 -1.57 -4.34 -5.03
O1 2.43 1.83 -1.69
S1 1.31 2.77 -2.05
O2 1.15 3.54 -3.32
O3 -0.15 1.86 -1.94
C9 -0.47 0.91 -2.94
C10 -0.32 -0.55 -2.31
C11 1.01 3.87 -0.68
H17 0.16 1.13 -3.80
H18 -1.43 1.09 -3.43
H19 -0.68 -1.36 -2.94
H20 -0.87 -0.73 -1.39
H21 0.70 -0.74 -1.95
H22 1.47 4.86 -0.79
H23 1.23 3.35 0.25
H24 -0.04 4.16 -0.68
C12 -2.74 -1.63 3.38
C13 -3.39 -2.45 4.23
C14 -4.03 -3.71 3.79
O4 -4.62 -4.50 4.52
C15 -3.79 -3.98 2.41
C16 -3.13 -3.18 1.54
C17 -2.53 -1.91 1.92
O5 -1.80 -1.27 1.23
H25 -2.34 -0.69 3.71
H26 -3.47 -2.15 5.26
H27 -3.99 -4.96 2.01
H28 -2.87 -3.63 0.59

---

ORCA calculation (ωB97M-V/def2-TZVPD) on one molecule with the formula C29H45B2NO8S at a distorted geometry.

DFT total energy (eV): -60864.70090
Total charge: 0
HOMO level (hartree): -0.3299
Kohn-Sham gap (Eh): 0.33869
SMILES string: C[C@@]1(CC(=O)c2ccccc2)CC(B(O)O)(B(O)O)[C@@H](CCCCCCCCCCCCn2cccc2)OS1(=O)=O

Element x y z (Å)
C1 2.75 1.00 1.77
C2 2.00 -0.17 2.47
C3 1.51 0.30 3.88
C4 1.57 1.82 4.10
O1 2.46 2.28 4.80
C5 0.58 2.78 3.48
C6 -0.79 2.70 3.72
C7 -1.63 3.59 3.10
C8 -1.18 4.56 2.23
C9 0.19 4.68 2.02
C10 1.03 3.79 2.65
C11 0.72 -0.43 1.59
C12 0.55 -1.87 1.05
B1 -0.48 -1.89 -0.17
O2 -0.87 -0.74 -0.87
O3 -1.03 -3.09 -0.55
B2 -0.11 -2.88 2.13
O4 -1.04 -2.42 3.05
O5 0.28 -4.20 2.06
C13 1.91 -2.44 0.52
C14 2.57 -1.58 -0.59
C15 2.96 -2.40 -1.86
C16 1.74 -3.03 -2.55
C17 0.90 -2.07 -3.45
C18 1.68 -1.00 -4.25
C19 1.68 0.44 -3.69
C20 0.52 1.34 -4.15
C21 -0.87 0.71 -3.92
C22 -1.99 1.79 -3.77
C23 -2.18 2.06 -2.24
C24 -3.39 1.32 -1.62
C25 -3.30 1.43 -0.08
N1 -3.36 0.16 0.65
C26 -3.34 -1.14 0.22
C27 -3.40 -1.96 1.30
C28 -3.47 -1.15 2.49
C29 -3.45 0.13 2.00
O6 2.79 -2.79 1.60
S1 3.19 -1.56 2.57
O7 4.47 -1.07 2.15
O8 3.28 -2.09 3.89
H1 2.01 1.73 1.43
H2 3.25 0.64 0.86
H3 3.54 1.42 2.39
H4 0.47 -0.01 4.07
H5 2.10 -0.15 4.69
H6 -1.17 1.95 4.40
H7 -2.71 3.54 3.26
H8 -1.85 5.24 1.72
H9 0.64 5.42 1.36
H10 2.10 3.83 2.48
H11 -0.21 -0.18 2.11
H12 0.75 0.25 0.73
H13 -0.12 -0.32 -1.30
H14 -1.53 -2.91 -1.36
H15 -1.72 -1.93 2.55
H16 -0.49 -4.76 1.89
H17 1.63 -3.39 0.04
H18 3.53 -1.22 -0.18
H19 2.01 -0.67 -0.85
H20 3.60 -3.22 -1.49
H21 3.60 -1.81 -2.52
H22 2.12 -3.83 -3.21
H23 1.06 -3.53 -1.85
H24 0.40 -2.71 -4.20
H25 0.10 -1.67 -2.82
H26 2.70 -1.36 -4.46
H27 1.18 -0.96 -5.23
H28 2.61 0.90 -4.06
H29 1.73 0.51 -2.59
H30 0.54 2.23 -3.49
H31 0.64 1.74 -5.16
H32 -1.09 0.06 -4.78
H33 -0.89 0.14 -2.98
H34 -1.73 2.71 -4.29
H35 -2.90 1.32 -4.16
H36 -1.26 1.79 -1.71
H37 -2.36 3.14 -2.14
H38 -4.30 1.80 -2.00
H39 -3.37 0.30 -2.00
H40 -2.34 1.90 0.16
H41 -4.06 2.11 0.32
H42 -3.26 -1.41 -0.83
H43 -3.40 -3.04 1.28
H44 -3.53 -1.47 3.51
H45 -3.48 0.98 2.67